#A
Entry from the Open Molecules 2025 dataset: 2 unconnected molecules or ions with the total composition C3H7NSi (the ωB97M-V functional and the def2-TZVPD basis).

The geometry in XYZ format:
```
12
C3H7NSi | the Open Molecules 2025 dataset | the ωB97M-V functional and the def2-TZVPD basis
Si 0.5285 0.9660 -0.1210
N -4.2559 1.0774 -0.9902
C -4.1989 0.0820 -0.4700
C 0.6703 -0.3105 1.3670
C 2.1383 0.3034 -1.0884
H -4.3999 -0.9052 -0.1592
H 2.7154 -0.5112 -0.3572
H 1.7197 -0.4374 1.5932
H 0.3410 -1.3762 1.2278
H 0.0960 0.0260 2.2154
H 1.7664 -0.0544 -1.9966
H 2.8791 1.1401 -1.2209
```

Computed properties:
Total charge: 0
Orbital gap (eV): 7.84



#B
Entry from the Open Molecules 2025 dataset: 2 unconnected molecules or ions with the total composition C3H7NSi (the ωB97M-V functional and the def2-TZVPD basis).

The geometry in XYZ format:
```
12
C3H7NSi | the Open Molecules 2025 dataset | the ωB97M-V functional and the def2-TZVPD basis
Si 2.2409 0.0017 0.4803
N 4.6038 1.8462 0.1635
C 3.8392 1.0011 0.3143
C 1.4721 -0.6896 -0.9359
C -2.0898 -0.6217 -0.6838
H 0.4619 -1.0571 -0.8620
H -1.6648 -1.2616 0.0978
H -2.8691 -1.2938 -1.1940
H 2.0390 -0.3985 1.8227
H 1.8437 -0.6825 -1.9854
H -2.4932 0.2895 -0.2689
H -1.2654 -0.2397 -1.3085
```

Computed properties:
SMILES string: C=[SiH]C#N.C
Total charge: 0
Orbital gap (eV): 8.50



Tell me which of them is the most stable. Sure, it is #B.



#A
Entry from the Open Molecules 2025 dataset: a single C20H20N4O5S molecule (the ωB97M-V functional and the def2-TZVPD basis).

The geometry in XYZ format:
```
50
C20H20N4O5S | the Open Molecules 2025 dataset | the ωB97M-V functional and the def2-TZVPD basis
S -3.5266 -0.5605 2.9246
O -2.6691 0.6411 2.8729
O 2.7618 3.7829 -2.2195
O -1.4494 -1.7033 1.3392
O -4.8706 -0.2653 3.4196
O -1.8915 -0.5982 -2.5767
N -1.7215 -4.1330 -1.0345
N -0.5380 -1.9573 -1.4328
N -2.6489 -1.1055 -0.5667
N -3.6721 -1.3164 1.3828
C -0.6496 -3.3537 -1.2974
C 0.6232 -3.8727 -1.5021
C -3.8981 -0.3873 -0.7367
C 0.7742 0.8875 -1.2466
C 0.8459 -5.2525 -1.4960
C 0.7910 -1.5741 -1.6335
C -2.5000 -1.4717 0.7176
C 1.4020 -0.2033 -1.8028
C 1.5207 -2.7470 -1.6756
C -4.6938 -0.7821 0.4834
C 3.9980 4.0264 -2.8853
C 2.5796 0.0295 -2.5235
C 4.2745 5.5453 -2.8735
C -2.8829 -1.8295 4.0385
C 2.3186 2.4515 -2.2390
C 3.0608 1.3140 -2.7150
C -1.6607 -1.1665 -1.5418
C -0.2848 -6.0803 -1.2096
C 1.2008 2.1919 -1.4914
C -1.5245 -5.4659 -0.9276
H 3.9476 1.4708 -3.3013
H -3.7264 0.7273 -0.7194
H 4.8657 3.5241 -2.3648
H -0.0733 0.7512 -0.5558
H -2.7641 -1.4234 5.0514
H -5.2047 0.1044 0.8443
H 2.5871 -2.8431 -1.7704
H -4.3563 -0.6891 -1.6720
H 5.1917 5.7696 -3.3940
H 3.5002 6.1568 -3.3620
H 0.7043 2.9856 -0.9771
H -5.3493 -1.6075 0.2455
H 1.8531 -5.6252 -1.7553
H -2.3845 -6.0785 -0.6443
H -3.5989 -2.6795 4.0173
H 3.0544 -0.7830 -3.0256
H 3.9872 3.6786 -3.9344
H 4.3491 5.8866 -1.8406
H -0.1083 -7.1531 -1.1330
H -1.8803 -2.1799 3.7243
```

Computed properties:
SMILES string: CCOc1ccc(-c2cc3cccnc3n2C(=O)N2CCN(S(C)(=O)=O)C2=O)cc1
Total charge: 0
Orbital gap (eV): 8.35



#B
Entry from the Open Molecules 2025 dataset: a single C20H20N4O5S molecule (the ωB97M-V functional and the def2-TZVPD basis).

The geometry in XYZ format:
```
50
C20H20N4O5S | the Open Molecules 2025 dataset | the ωB97M-V functional and the def2-TZVPD basis
S 1.8843 -2.2165 0.2983
O -5.9406 5.7467 1.1982
O 2.0595 -2.1026 1.7182
O 0.4852 3.1897 0.3510
O 0.5450 -2.2947 -0.2097
O 2.6593 -4.4393 -3.6429
N 2.7840 -1.0486 -0.4882
N 3.3770 -5.4688 -3.2212
N -1.1601 1.6085 0.4751
N 2.2978 -3.6080 -2.6693
C -7.2702 3.7762 1.2759
C 4.1591 -6.0979 -0.9385
C 2.1560 -0.5237 -1.6831
C 3.5011 -5.3240 -1.9154
C 2.7609 -3.6978 -0.2130
C 3.4099 -4.4669 0.7040
C 2.7964 -4.1106 -1.5560
C -4.7186 2.3430 0.9163
C -4.7344 3.7371 0.9776
C 3.3916 -0.0241 0.3419
C -3.5208 4.4197 0.8673
C 4.1042 -5.6527 0.3486
C 0.9641 0.3904 -1.3413
C -5.9698 4.5359 1.1537
C 1.0848 0.8677 0.1163
C -3.5300 1.6663 0.7503
C -2.3274 3.7511 0.7017
C -2.3216 2.3584 0.6412
C 2.5376 1.2530 0.3877
C 0.1306 2.0344 0.3351
H -1.3055 0.6071 0.4497
H 2.8606 1.9699 -0.3681
H -7.2367 3.1114 2.1362
H 4.5929 -6.2104 1.1325
H -8.0856 4.4840 1.4009
H 4.6755 -6.9990 -1.2249
H 1.8327 -1.3760 -2.2799
H -3.5391 5.4981 0.9156
H 2.6270 1.7331 1.3615
H -3.5277 0.5859 0.7037
H -1.4003 4.2924 0.6194
H 0.8097 0.0483 0.7900
H -5.6326 1.7760 0.9972
H 3.3788 -4.1526 1.7358
H 2.9260 0.0225 -2.2330
H 4.3913 0.1853 -0.0518
H 3.4896 -0.4569 1.3374
H -7.4436 3.1832 0.3807
H 0.0329 -0.1594 -1.4753
H 0.9592 1.2551 -2.0075
```

Computed properties:
SMILES string: CC(=O)c1ccc(NC(=O)C2CCN(S(=O)(=O)c3cccc4nonc34)CC2)cc1
Total charge: 0
Orbital gap (eV): 7.51



Tell me which of them is the most stable. Sure, it is #A.



#A
Entry from the Open Molecules 2025 dataset: 2 unconnected molecules or ions with the total composition C2H7OPS (the ωB97M-V functional and the def2-TZVPD basis).

The geometry in XYZ format:
```
12
C2H7OPS | the Open Molecules 2025 dataset | the ωB97M-V functional and the def2-TZVPD basis
S 2.4387 0.7400 -0.4977
P 1.8168 -0.6286 1.0489
O 2.0930 -2.0309 0.1933
C -1.1118 0.1430 0.7917
C -1.5254 0.3741 -0.5912
H -2.3763 -0.2351 -0.6882
H -0.7770 0.3161 -1.2598
H 2.1747 -2.1194 -0.7455
H -0.6987 0.9695 1.4654
H -1.9861 1.4105 -0.6505
H -1.6388 -0.7146 1.3033
H 1.5909 1.7755 -0.3698
```

Computed properties:
Total charge: 0
Orbital gap (spin up / spin down) (eV): 7.89 / 7.85



#B
Entry from the Open Molecules 2025 dataset: 2 unconnected molecules or ions with the total composition C2H7OPS (the ωB97M-V functional and the def2-TZVPD basis).

The geometry in XYZ format:
```
12
C2H7OPS | the Open Molecules 2025 dataset | the ωB97M-V functional and the def2-TZVPD basis
S 0.8574 1.4984 -0.7674
P 0.2714 -1.4708 -1.4373
O -0.5460 0.7644 1.9250
C -0.9182 0.1258 0.7425
C 0.1559 -0.0493 -0.2157
H 1.2761 -1.4359 0.5840
H 0.6365 2.2223 0.2872
H -1.7418 0.6082 0.2901
H 0.3990 0.3939 2.1408
H -0.4808 -0.8446 -2.6064
H 1.4355 -1.0094 -1.9895
H -1.3450 -0.8029 1.0467
```

Computed properties:
Total charge: 0
Orbital gap (eV): 8.18



Tell me which of them is the most stable. Sure, it is #A.